# 1
The following is a quantum chemistry calculation of a 5-piece molecular cluster, C24H48BFN12O8P2S2 overall in a non-equilibrium geometry, from OMol25.

```
98
Properties=species:S:1:pos:R:3:forces:R:3
C 6.561 -0.688 1.630 0.315 -0.195 0.151
C 5.111 -0.352 1.360 0.260 0.659 0.319
O 4.956 0.172 0.036 -0.062 -0.982 -0.166
B 3.705 0.019 -0.527 0.261 0.955 0.558
O 3.610 -0.649 -1.705 -0.463 -0.276 -0.042
C 2.469 0.671 0.247 0.100 -0.903 -0.712
C 1.578 -0.090 0.975 0.011 -0.087 -0.378
C 1.691 -1.588 1.024 -0.378 -0.237 0.334
C 0.413 -2.445 1.041 0.049 0.254 -0.572
C -0.662 -2.135 -0.002 0.115 0.013 0.664
S -2.129 -3.156 0.414 -0.243 0.094 -0.760
C -3.151 -2.104 1.471 0.235 0.544 0.697
S -2.875 -2.129 3.068 0.051 -0.079 0.258
N -4.244 -1.395 0.962 0.146 -1.227 -0.964
C -5.460 -2.241 1.205 -0.376 0.848 0.952
C -6.685 -1.871 0.402 0.373 -0.709 -0.152
C -4.072 -0.975 -0.435 0.203 0.354 0.020
C -4.667 0.391 -0.710 0.343 -0.220 -0.132
C 0.608 0.611 1.697 -0.031 0.357 0.183
F -0.226 -0.109 2.489 0.113 -0.102 -0.053
C 0.458 1.971 1.695 -0.839 -0.157 0.377
P -0.836 2.870 2.720 0.090 0.799 0.079
N -0.218 2.663 4.311 0.271 -0.407 -0.177
O -2.077 1.819 2.859 -0.081 -0.114 -0.280
C 1.348 2.733 0.911 -0.247 0.168 0.202
N 1.235 4.104 0.864 0.313 -0.305 -0.260
C 2.121 4.709 0.150 -0.656 0.447 0.300
O 2.062 6.079 0.036 0.073 -0.278 -0.243
C 3.178 4.062 -0.547 0.771 -0.215 0.189
P 4.384 4.998 -1.536 -0.002 0.307 -1.087
C 5.809 3.851 -1.479 -0.298 -0.078 0.829
C 4.921 6.425 -0.511 -0.013 -0.327 0.298
N 3.280 2.765 -0.531 -0.242 -0.188 0.221
C 2.355 2.067 0.208 0.425 0.452 -0.294
H 7.173 -0.561 0.745 0.002 0.088 -0.296
H 6.988 -0.062 2.403 0.072 0.223 0.142
H 6.662 -1.716 1.955 0.015 -0.267 0.039
H 4.502 -1.234 1.524 -0.203 -0.200 -0.191
H 4.791 0.408 2.068 -0.251 0.135 0.135
H 4.385 -1.217 -1.786 0.181 0.191 -0.318
H 2.313 -1.940 0.209 0.201 0.119 -0.241
H 2.218 -1.841 1.942 0.213 -0.115 0.175
H 0.735 -3.461 0.850 0.048 -0.353 0.202
H -0.078 -2.427 2.000 0.056 0.032 0.397
H -0.898 -1.078 -0.037 -0.292 0.201 0.058
H -0.373 -2.411 -1.006 0.079 -0.173 -0.294
H -5.232 -3.298 1.098 0.146 -0.249 -0.380
H -5.710 -2.107 2.251 0.088 0.002 0.290
H -7.490 -2.502 0.757 -0.329 -0.016 0.169
H -6.977 -0.840 0.519 -0.069 0.254 -0.019
H -6.532 -2.146 -0.634 -0.122 0.333 -0.387
H -3.011 -0.881 -0.619 0.271 -0.006 -0.065
H -4.419 -1.710 -1.154 -0.198 -0.274 -0.070
H -5.744 0.404 -0.653 -0.272 0.124 -0.030
H -4.246 1.116 -0.030 -0.029 0.244 0.405
H -4.331 0.682 -1.697 -0.144 0.127 -0.414
H -0.182 1.678 4.566 -0.065 0.019 0.038
H 0.735 3.010 4.355 -0.039 0.274 0.193
H -2.066 1.082 2.242 -0.067 -0.199 0.127
H 1.297 6.291 -0.510 -0.178 0.183 0.202
H 5.714 3.089 -2.236 0.081 -0.108 -0.342
H 5.821 3.341 -0.520 0.067 -0.161 0.171
H 6.736 4.400 -1.564 0.175 0.169 -0.343
H 4.467 7.314 -0.915 -0.165 0.311 -0.006
H 5.998 6.539 -0.555 0.237 -0.085 -0.197
H 4.653 6.329 0.531 -0.120 0.011 0.281
N 0.610 0.133 -3.060 0.116 0.040 0.086
C -0.662 -0.082 -3.490 0.172 -0.206 -0.313
N -0.790 -0.696 -4.702 -0.050 -0.058 0.086
O -1.637 0.264 -2.839 -0.230 0.174 0.259
H 1.430 -0.133 -3.572 0.025 -0.049 0.040
H 0.725 0.586 -2.172 0.049 -0.018 0.055
H -1.722 -0.840 -5.049 -0.031 0.107 -0.061
H -0.010 -0.982 -5.262 0.031 0.039 -0.004
N -8.755 -2.389 4.618 -0.047 -0.009 -0.039
C -8.948 -2.973 3.395 0.078 -0.039 0.098
N -8.395 -4.220 3.254 -0.006 0.041 -0.035
O -9.560 -2.426 2.497 0.006 -0.012 -0.034
H -8.252 -2.822 5.368 0.028 -0.015 -0.011
H -9.142 -1.474 4.754 0.002 0.023 -0.015
H -8.517 -4.677 2.371 -0.027 -0.008 -0.011
H -7.886 -4.687 3.980 0.017 0.018 0.018
N 7.883 -4.031 -0.079 -0.049 -0.002 -0.007
C 6.916 -4.690 0.632 0.086 -0.043 -0.033
N 7.040 -6.052 0.666 -0.021 0.041 0.000
O 6.010 -4.103 1.196 -0.073 0.051 -0.004
H 8.638 -4.491 -0.549 0.006 -0.024 0.008
H 7.820 -3.031 -0.118 0.000 0.019 0.024
H 6.347 -6.561 1.180 -0.018 0.003 0.015
H 7.777 -6.554 0.210 0.020 0.014 -0.009
N -2.797 2.578 -4.618 0.077 0.038 -0.236
C -3.619 2.265 -5.659 0.032 0.056 0.132
N -4.582 3.196 -5.952 0.019 -0.038 -0.047
O -3.510 1.225 -6.288 -0.003 -0.045 -0.032
H -2.869 3.420 -4.081 -0.072 0.003 0.017
H -2.100 1.899 -4.369 -0.121 -0.081 0.238
H -5.203 2.989 -6.711 -0.009 -0.022 -0.011
H -4.694 4.054 -5.449 0.016 -0.002 0.034
```
Forces are in eV/Å.

Electronic energy ... -3806.36717 Ha
2S+1 ... 1
Highest occupied orbital energy ... -7.832 eV

***

# 2
The following is a quantum chemistry calculation of C24H48BI2N4O8 as an isolated structure in a non-equilibrium geometry, from OMol25.

```
87
Properties=species:S:1:pos:R:3:forces:R:3
C -0.343 -2.242 3.088 0.464 1.108 -0.571
C 0.519 -0.998 2.836 -1.223 -0.360 0.420
O 0.358 -0.622 1.412 1.284 -0.433 0.301
B 1.167 0.392 1.097 -0.162 0.008 0.460
O 1.354 1.513 1.843 -0.376 -0.107 -0.744
N 1.964 0.233 -0.226 0.322 -0.016 -0.826
C 1.460 0.565 -1.392 -1.756 0.826 -0.325
C 2.126 0.459 -2.613 0.766 -0.656 -0.187
O 1.655 0.792 -3.798 -0.510 0.174 0.237
C 0.253 1.065 -3.905 -0.531 0.311 -0.742
C -0.618 -0.196 -4.053 -0.734 -0.497 0.096
C -0.866 -0.574 -5.514 0.557 0.027 0.893
O -0.071 -1.352 -3.436 0.728 0.094 0.247
C 3.398 -0.069 -2.528 -0.798 0.432 0.258
C 3.818 -0.427 -1.257 2.283 -0.501 -0.124
C 5.184 -1.043 -1.159 -0.095 -0.185 0.190
I 6.675 0.079 -0.211 -0.430 -0.011 -0.146
C 5.353 -2.264 -1.663 0.560 -0.584 0.249
C 4.261 -3.082 -2.319 0.060 0.679 -0.400
I 7.218 -3.265 -1.571 -0.472 0.284 -0.079
N 3.173 -0.286 -0.122 -0.585 0.150 0.619
H 0.076 -2.821 3.905 -0.169 -0.123 0.035
H -1.347 -1.886 3.307 -0.144 -0.426 0.049
H -0.330 -2.795 2.151 -0.140 -0.407 0.217
H 0.146 -0.159 3.418 0.230 0.061 0.123
H 1.563 -1.187 3.078 0.115 0.115 -0.351
H 1.108 2.284 1.309 0.530 0.407 0.337
H 0.452 0.957 -1.379 -0.021 -0.026 0.190
H 0.132 1.631 -4.827 0.285 0.038 -0.020
H -0.116 1.746 -3.136 0.306 -0.145 0.313
H -1.580 0.014 -3.572 0.003 0.186 -0.122
H 0.074 -0.987 -5.885 -0.045 0.154 -0.321
H -1.170 0.311 -6.068 -0.124 -0.207 -0.264
H -1.604 -1.371 -5.528 -0.156 0.134 -0.230
H -0.404 -1.484 -2.543 -0.335 0.021 -0.080
H 4.009 -0.198 -3.407 0.138 -0.053 0.031
H 3.302 -2.975 -1.812 0.053 -0.162 0.174
H 4.535 -4.124 -2.429 -0.061 -0.038 0.161
H 4.113 -2.672 -3.323 -0.015 -0.236 -0.093
C -3.922 -4.872 2.626 0.157 -0.019 -0.059
O -3.143 -5.642 1.727 -0.229 0.133 0.078
C -3.898 -6.592 0.979 0.308 -0.264 -0.143
C -3.937 -6.211 -0.487 -0.084 0.270 0.105
N -4.754 -5.021 -0.699 0.176 -0.091 -0.114
C -4.647 -4.453 -2.040 -0.138 0.131 0.252
C -3.288 -3.903 -2.464 -0.161 -0.027 -0.412
O -2.882 -2.750 -1.739 0.252 -0.026 -0.071
C -2.202 -3.010 -0.528 -0.083 0.287 0.064
H -3.237 -4.289 3.240 0.038 -0.030 -0.024
H -4.585 -4.181 2.094 -0.117 -0.035 0.081
H -4.516 -5.513 3.282 -0.059 0.043 -0.005
H -4.906 -6.716 1.384 -0.022 0.141 -0.006
H -3.383 -7.551 1.072 -0.029 -0.009 0.021
H -4.357 -7.040 -1.063 0.001 0.013 -0.022
H -2.900 -6.056 -0.814 0.047 -0.194 -0.001
H -4.478 -4.314 -0.031 -0.071 -0.013 0.046
H -5.368 -3.634 -2.094 0.021 0.007 -0.092
H -4.967 -5.203 -2.769 0.062 -0.038 0.007
H -3.380 -3.582 -3.505 0.012 0.045 0.018
H -2.501 -4.665 -2.450 0.014 0.010 0.167
H -1.616 -3.932 -0.565 -0.098 -0.058 0.021
H -2.905 -3.044 0.309 0.153 -0.165 0.117
H -1.520 -2.175 -0.338 -0.007 0.004 -0.015
C 0.535 5.316 5.114 -0.107 0.133 -0.042
O 0.674 6.543 4.422 0.098 -0.272 0.031
C 2.022 6.881 4.111 -0.046 0.400 -0.061
C 2.259 6.821 2.616 -0.110 -0.202 0.029
N 2.229 5.444 2.132 -0.015 0.077 -0.148
C 2.211 5.324 0.677 -0.047 -0.084 0.271
C 0.996 5.864 -0.070 0.125 -0.076 -0.341
O -0.199 5.140 0.183 0.116 0.012 0.102
C -0.925 5.554 1.333 -0.183 -0.205 -0.075
H -0.505 5.228 5.423 -0.003 0.050 -0.024
H 0.779 4.462 4.472 0.086 -0.071 0.097
H 1.166 5.293 6.007 0.024 -0.071 -0.016
H 2.732 6.248 4.651 -0.057 -0.110 -0.050
H 2.176 7.911 4.443 0.029 -0.016 0.015
H 3.234 7.259 2.389 -0.001 -0.017 -0.031
H 1.487 7.436 2.136 0.070 0.154 0.052
H 1.405 4.988 2.501 -0.004 0.022 0.083
H 2.286 4.255 0.448 0.067 -0.029 -0.116
H 3.114 5.795 0.277 -0.022 0.029 -0.007
H 1.195 5.740 -1.139 -0.038 -0.001 -0.005
H 0.844 6.936 0.086 -0.054 -0.034 0.170
H -0.813 6.622 1.526 0.084 -0.013 0.038
H -0.625 4.983 2.216 0.014 0.156 0.107
H -1.980 5.345 1.152 0.025 0.015 -0.067
```
Forces are in eV/Å.

Electronic energy ... -2384.15330 Ha
2S+1 ... 1
Net charge ... +1
Highest occupied orbital energy ... -10.556 eV